Entry 1:
Below is the molecule C3H5NOS, with properties calculated with ωB97M-V with the def2-TZVPD basis set.

Last column: Mulliken charge in e.
Geometry (Å):
C 1.1460 0.8204 0.8661  -0.7769
C -0.3359 0.7287 0.9692  0.0994
N -1.1424 0.1614 0.1772  -0.4672
O -0.3866 -0.2517 -0.9905  -0.0878
C -0.8135 -1.3219 -1.6129  0.0189
S -1.9608 -2.4155 -1.2801  -0.2584
H 1.5154 -0.2081 0.8624  0.2594
H 1.5337 1.3147 1.7867  0.2984
H 1.4270 1.3827 -0.0236  0.2661
H -0.8442 1.2396 1.7873  0.3962
H -0.1388 -1.4503 -2.5419  0.2518

The SMILES is C/C=N\OC=S. The HOMO energy is -8.66 eV. Its spin multiplicity is 1. The largest force on an atom is 0.04785 Eh/bohr. As for the net charge: 0.


Entry 2:
Below is the molecule C3H5NOS, with properties calculated with ωB97M-V with the def2-TZVPD basis set.

Last column: Mulliken charge in e.
Geometry (Å):
N 1.0934 0.8207 -1.7015  -0.3855
C 0.8956 -0.5044 -1.5415  0.2384
C 0.2565 -1.2239 -0.5773  -0.6838
C -0.3362 -0.6623 0.6868  0.5448
O -0.5887 -1.2881 1.6713  -0.5038
S -0.7106 1.1585 0.7094  -0.3614
H 1.8749 1.0942 -2.3205  0.2493
H 0.8998 1.4820 -0.9284  0.1213
H 1.1469 -1.1038 -2.4144  0.2963
H 0.2027 -2.2995 -0.6292  0.3013
H -0.5937 1.1952 2.0745  0.1832

The SMILES is N/C=C\C(=O)S. The HOMO energy is -8.95 eV. Its spin multiplicity is 1. The largest force on an atom is 0.03739 Eh/bohr. As for the net charge: 0.


Entry 3:
Below is the molecule C3H5NOS, with properties calculated with ωB97M-V with the def2-TZVPD basis set.

Last column: Mulliken charge in e.
Geometry (Å):
C -0.7334 0.2892 -1.6109  -0.9363
C -0.5427 -0.0414 -0.0918  0.6923
O -1.5183 -0.1996 0.6644  -0.5749
C 0.8022 -0.1509 0.5918  0.1679
N 0.7472 -0.2210 1.9424  -0.3223
S 2.1546 -0.0650 -0.3118  -0.3308
H 0.1368 -0.1405 -2.1918  0.3207
H -0.8681 1.3392 -1.9387  0.2712
H -1.6103 -0.3176 -1.9233  0.2823
H 1.5544 -0.3786 2.4778  0.1966
H -0.1223 -0.1138 2.3920  0.2332

The SMILES is CC(=O)C(N)=S. The HOMO energy is -8.79 eV. Its spin multiplicity is 1. The largest force on an atom is 0.05897 Eh/bohr. As for the net charge: 0.


Entry 4:
Below is the molecule C3H5NOS2, with properties calculated with ωB97M-V with the def2-TZVPD basis set.

Last column: Mulliken charge in e.
Geometry (Å):
C -0.1373 2.0822 2.1469  -0.7693
S -0.8606 0.6825 0.9345  0.0721
N 0.5487 0.2817 0.0616  -0.3136
C 0.5564 -0.4584 -1.0654  -0.4956
C -0.3552 -1.5484 -1.4445  0.8280
O -1.3566 -1.7554 -0.8257  -0.4850
S 0.5611 -2.5221 -2.6937  -0.2460
H 0.7147 1.5906 2.6352  0.2632
H 0.1799 3.1945 1.8352  0.2649
H -0.9852 2.3307 2.7211  0.3122
H 1.4152 -0.2593 -1.5898  0.3964
H -0.2813 -3.6187 -2.7154  0.1725

The SMILES is CS/N=C\C(=O)S. The HOMO energy is -8.85 eV. Its spin multiplicity is 1. The largest force on an atom is 0.10261 Eh/bohr. As for the net charge: 0.


Entry 5:
Below is a structure of composition C3H5NOS2, with properties calculated with ωB97M-V with the def2-TZVPD basis set.

Last column: Mulliken charge in e.
Geometry (Å):
C 1.5031 0.4280 -1.5588  0.6848
C 1.0720 -0.8022 -0.1447  -0.5306
C -1.9109 0.3300 0.7868  -0.7358
N 0.7151 1.1879 -1.0936  -0.3906
O 2.3509 -0.0705 -2.2277  -0.5731
S 0.9040 -0.3044 1.5021  -0.0222
S -0.3814 1.2449 1.1750  -0.0327
H 0.2012 -1.2847 -0.5866  0.3369
H 2.0064 -1.3189 -0.2994  0.3625
H -1.8293 -0.2729 -0.1153  0.2167
H -2.7421 0.9622 0.7766  0.3848
H -1.8890 -0.0994 1.7856  0.2992

The HOMO energy is -8.91 eV. Its spin multiplicity is 1. The largest force on an atom is 0.06644 Eh/bohr. As for the net charge: 0.


Entry 6:
Below is the molecule C3H5NOS2, with properties calculated with ωB97M-V with the def2-TZVPD basis set.

Last column: Mulliken charge in e.
Geometry (Å):
C -0.7317 -0.8421 -1.1360  -1.3264
C 0.0860 0.3304 -0.7323  0.7477
S 0.6213 1.4439 -1.8241  -0.4378
N 0.5069 0.4725 0.5902  0.1782
O 1.3180 1.5082 0.9124  -0.3229
C 0.0011 -0.2621 1.6125  -0.2369
S 0.1761 -0.0472 3.1940  -0.2600
H -0.8944 -0.8526 -2.1989  0.3584
H -1.7635 -0.9439 -0.6921  0.3391
H -0.1150 -1.7391 -1.0282  0.3825
H 1.3056 2.0489 0.0900  0.2923
H -0.5103 -1.1169 1.2125  0.2861

The SMILES is CC(=S)N(O)C=S. The HOMO energy is -8.99 eV. Its spin multiplicity is 1. The largest force on an atom is 0.02710 Eh/bohr. As for the net charge: 0.


Entry 7:
Below is the molecule C3H5NOS2, with properties calculated with ωB97M-V with the def2-TZVPD basis set.

Last column: Mulliken charge in e.
Geometry (Å):
C -0.4994 2.3540 -0.9612  -0.8341
S -1.0878 0.7579 -1.4827  -0.0860
C -0.3259 -0.0817 -0.1723  0.5622
C -0.6487 -1.5478 -0.3435  0.0482
O -0.1876 -2.4487 0.3266  -0.4898
N 0.5806 0.4505 0.5369  -0.4559
S 1.5698 -0.3079 1.7725  -0.0987
H -0.7949 2.6029 0.0573  0.2824
H -0.8807 3.1024 -1.6581  0.3391
H 0.5861 2.3442 -1.0269  0.2693
H -1.3182 -1.6664 -1.2153  0.2864
H 0.9761 -1.4940 1.6976  0.1768

The SMILES is CS/C(C=O)=N/S. The HOMO energy is -8.68 eV. Its spin multiplicity is 1. The largest force on an atom is 0.03934 Eh/bohr. As for the net charge: 0.


Entry 8:
Below is the molecule C3H5NOS3, with properties calculated with ωB97M-V with the def2-TZVPD basis set.

Last column: Mulliken charge in e.
Geometry (Å):
O 1.3104 0.0791 -2.4710  -0.5050
C 0.6233 -0.0470 -1.4934  0.5349
N -0.7379 0.3153 -1.2853  -0.2585
S -1.6180 -0.4553 -0.1425  -0.0426
C -1.3652 0.9885 0.9101  -0.5451
S 0.3334 1.1235 1.6291  -0.0389
C 0.6924 -0.6376 1.4525  -0.6110
S 1.2189 -1.0796 -0.2549  -0.1442
H -1.3277 0.8028 -2.1054  0.2852
H -1.7502 1.9961 0.4058  0.3166
H -2.4694 1.0711 1.6317  0.3110
H -0.1723 -1.2270 1.8646  0.3881
H 1.7489 -0.7239 2.0460  0.3094

The SMILES is O=C1NSCSCS1. The HOMO energy is -8.91 eV. Its spin multiplicity is 1. The largest force on an atom is 0.11963 Eh/bohr. As for the net charge: 0.


Entry 9:
Below is the molecule C3H5NP2, with properties calculated with ωB97M-V with the def2-TZVPD basis set.

Last column: Löwdin spin population.
Geometry (Å):
C -0.4082 -0.8644 0.6917  0.0588
C 0.2009 0.0725 -0.2032  0.4474
C 1.0444 -0.2377 -1.4320  0.0601
N -1.0317 -0.4464 1.7705  0.4058
P -0.2818 1.7006 0.0096  0.7765
P -1.0532 1.2109 2.0109  0.1683
H -0.0598 -1.9459 0.6559  -0.0030
H 0.5302 0.0872 -2.3524  0.0139
H 1.4331 -1.2825 -1.6540  -0.0008
H 2.0331 0.4512 -1.2629  0.0268
H -2.4070 1.2546 1.7659  0.0463

The HOMO energy (spin up / spin down) is -6.72 / -9.14 eV. Its spin multiplicity is 3. The largest force on an atom is 0.09201 Eh/bohr. As for the net charge: 0.


Entry 10:
Below is the molecule C3H5NS, with properties calculated with ωB97M-V with the def2-TZVPD basis set.

Last column: Mulliken charge in e.
Geometry (Å):
N -2.6506 -0.3415 -0.0479  -0.4273
C -1.2885 -0.2941 0.0529  0.1226
C -0.5098 0.8271 -0.0571  -0.4149
C 0.9124 0.8341 0.0647  -0.2858
S 1.9207 -0.4691 -0.0261  -0.3014
H -3.2483 -1.2077 0.1329  0.2376
H -3.1276 0.5603 -0.0484  0.2135
H -0.8114 -1.2217 0.2049  0.3437
H -1.0367 1.7693 -0.0432  0.2103
H 1.3622 1.7939 0.1435  0.3018

The SMILES is N/C=C/C=S. The HOMO energy is -8.06 eV. Its spin multiplicity is 1. The largest force on an atom is 0.05065 Eh/bohr. As for the net charge: 0.


Entry 11:
Below is the molecule C3H5NS, with properties calculated with ωB97M-V with the def2-TZVPD basis set.

Last column: Mulliken charge in e.
Geometry (Å):
C -0.6226 1.4604 -0.0519  -0.8504
S 0.6722 0.5392 -0.9027  -0.0859
C 0.7763 -0.7190 0.2348  -0.2250
C 0.1813 -1.8871 -0.3908  0.1788
N -0.3083 -2.7877 -0.9717  -0.4236
H -0.7819 2.4681 -0.4400  0.3236
H -1.4685 0.9548 -0.3123  0.3299
H -0.4747 1.5175 1.0974  0.2512
H 0.2156 -0.5468 1.1360  0.2020
H 1.8107 -0.9995 0.6013  0.2993

The SMILES is CSCC#N. The HOMO energy is -9.20 eV. Its spin multiplicity is 1. The largest force on an atom is 0.08272 Eh/bohr. As for the net charge: 0.


Entry 12:
Below is the molecule C3H5NS, with properties calculated with ωB97M-V with the def2-TZVPD basis set.

Last column: Mulliken charge in e.
Geometry (Å):
S 0.3626 -2.0542 -1.5028  -0.2804
C 0.0306 -0.7682 -0.5250  0.0931
C -0.2331 0.6948 -0.8053  -0.2429
N -0.2382 0.9269 0.6088  -0.4729
C 0.3103 -0.4434 0.8930  -0.2974
H 0.7024 1.1755 -1.2018  0.1769
H -1.1546 0.9551 -1.2933  0.3020
H -1.1414 0.9998 1.0591  0.2758
H -0.0143 -1.1040 1.7742  0.2640
H 1.3758 -0.3824 0.9930  0.1818

The SMILES is S=C1CNC1. The HOMO energy is -8.77 eV. Its spin multiplicity is 1. The largest force on an atom is 0.07244 Eh/bohr. As for the net charge: 0.


Look up the largest force on an atom of the third one. 0.05897 Eh/bohr